Computed, not measured: a structure of composition C26H39CrN3O8Sb, with wB97M-V/def2-TZVPD.

* HOMO-LUMO gap (alpha / beta): 4.03 / 3.33 eV
* molar mass: 695.37 g mol⁻¹
* DFT total energy: -83386.809 eV

ORCA input file:
```
! RIJCOSX wB97M-V def2-TZVPD def2/J DEFGRID3
* xyz 2 2
Cr -1.654 1.483 0.474
O -5.158 3.002 1.905
C -3.978 2.720 1.413
O -3.567 1.555 1.262
C -3.092 3.816 1.043
C -3.388 5.174 0.998
C -2.426 6.048 0.503
C -1.215 5.543 0.042
C -0.970 4.171 0.147
N -1.893 3.325 0.664
C 0.197 3.410 -0.256
O 1.294 3.967 -0.741
O 0.176 2.169 -0.090
H -5.669 2.212 2.156
H -4.351 5.522 1.333
H -2.623 7.106 0.456
H -0.491 6.216 -0.392
H 1.254 4.934 -0.809
O -2.262 1.776 -1.348
C -2.656 0.928 -2.168
C -2.790 -0.467 -1.929
C -3.417 -1.263 -2.904
C -3.665 -2.591 -2.663
C -3.326 -3.173 -1.434
C -2.669 -2.435 -0.488
C -2.337 -1.073 -0.704
O -1.638 -0.422 0.168
N -4.277 -3.420 -3.693
O -4.375 -4.599 -3.453
O -4.619 -2.863 -4.705
H -2.962 1.298 -3.155
H -3.715 -0.831 -3.850
H -3.589 -4.207 -1.267
H -2.413 -2.877 0.462
N -1.007 1.027 2.482
H -0.042 0.699 2.517
H -1.594 0.266 2.824
H -1.091 1.782 3.161
C 2.890 1.532 1.957
C 3.315 0.635 0.811
C 4.477 -0.249 1.195
C 3.601 1.449 -0.430
Sb 1.486 -0.784 0.351
C 1.514 -2.579 1.946
C 0.324 -3.458 1.632
C 1.348 -1.939 3.308
C 2.823 -3.314 1.805
C 1.734 -1.606 -1.830
C 0.900 -2.864 -1.956
C 1.190 -0.508 -2.721
C 3.195 -1.904 -2.084
H 3.711 2.212 2.191
H 2.671 0.966 2.863
H 2.025 2.135 1.682
H 5.372 0.366 1.290
H 4.684 -1.003 0.442
H 4.310 -0.733 2.153
H 4.373 2.182 -0.197
H 2.721 1.991 -0.766
H 3.981 0.836 -1.241
H -0.599 -2.882 1.658
H 0.240 -4.237 2.391
H 0.417 -3.950 0.668
H 0.357 -1.495 3.408
H 2.111 -1.188 3.510
H 1.436 -2.710 4.077
H 3.029 -3.592 0.775
H 2.778 -4.237 2.385
H 3.659 -2.740 2.189
H -0.128 -2.709 -1.630
H 1.341 -3.689 -1.402
H 0.871 -3.158 -3.006
H 0.156 -0.278 -2.458
H 1.206 -0.844 -3.757
H 1.781 0.403 -2.656
H 3.586 -2.628 -1.374
H 3.820 -1.016 -2.062
H 3.291 -2.341 -3.078
*
```

Results of the Löwdin charge analysis, in e, for atoms 1 through 4:
1. Cr 0.871
2. O 0.230
3. C -0.376
4. O 0.060

Computed, not measured: a cluster of 5 separate species, C26H39FN2O13 in total, with wB97M-V/def2-TZVPD.

* HOMO-LUMO gap: 7.67 eV
* structure (SMILES): O=C(F)Cc1cnc2ccccc2n1.CCOC(=O)OC.CCOC(=O)OC.CCOC(=O)OC.CCOC(=O)OC
* molar mass: 606.60 g mol⁻¹
* DFT total energy: -59904.818 eV

ORCA input file:
```
! RIJCOSX wB97M-V def2-TZVPD def2/J DEFGRID3
* xyz 0 1
O 4.834 -2.218 -2.515
C 5.002 -1.196 -3.198
F 6.046 -1.248 -4.207
C 4.232 0.194 -3.057
C 2.629 0.076 -3.041
C 1.791 1.370 -3.280
N 0.366 1.462 -3.328
C -0.196 0.159 -3.074
C -1.783 0.058 -3.039
C -2.581 -1.244 -2.763
C -1.770 -2.570 -2.538
C -0.210 -2.504 -2.591
C 0.595 -1.149 -2.834
N 2.039 -1.213 -2.835
H 4.501 0.834 -3.983
H 4.556 0.815 -2.136
H 2.379 2.349 -3.456
H -2.377 1.027 -3.224
H -3.731 -1.184 -2.741
H -2.324 -3.550 -2.331
H 0.325 -3.516 -2.433
C 0.337 -1.329 2.299
C -0.494 -0.985 1.083
O -1.889 -0.940 1.414
C -2.300 0.168 2.055
O -1.614 1.116 2.358
O -3.612 0.032 2.323
C -4.157 1.104 3.092
H -0.019 -2.253 2.765
H 1.387 -1.451 2.023
H 0.270 -0.546 3.058
H -0.371 -1.766 0.329
H -0.173 -0.044 0.625
H -3.948 2.072 2.631
H -3.761 1.069 4.109
H -5.239 0.968 3.136
C 7.760 0.463 2.788
C 6.568 -0.250 2.178
O 5.337 0.270 2.697
C 4.944 1.447 2.183
O 5.518 2.084 1.334
O 3.802 1.809 2.791
C 3.323 3.097 2.409
H 7.710 0.429 3.880
H 8.695 0.003 2.460
H 7.780 1.518 2.504
H 6.600 -1.308 2.450
H 6.580 -0.197 1.086
H 3.235 3.184 1.323
H 3.986 3.870 2.804
H 2.333 3.231 2.847
C -0.081 3.545 6.303
C -0.925 3.881 5.087
O -2.318 3.922 5.425
C -2.726 5.031 6.063
O -2.038 5.978 6.361
O -4.037 4.895 6.336
C -4.581 5.968 7.104
H -0.433 2.622 6.772
H 0.968 3.424 6.024
H -0.146 4.329 7.061
H -0.807 3.097 4.335
H -0.611 4.821 4.623
H -4.374 6.935 6.640
H -4.181 5.936 8.120
H -5.662 5.832 7.152
C -3.844 -7.183 -7.082
C -2.540 -6.550 -6.633
O -2.422 -5.210 -7.127
C -3.142 -4.286 -6.468
O -3.854 -4.484 -5.512
O -2.949 -3.100 -7.073
C -3.736 -2.042 -6.530
H -3.947 -7.120 -8.169
H -3.887 -8.233 -6.782
H -4.704 -6.668 -6.650
H -1.701 -7.113 -7.051
H -2.433 -6.573 -5.545
H -3.601 -1.960 -5.449
H -4.789 -2.200 -6.775
H -3.410 -1.108 -6.990
*
```

Results of the Löwdin charge analysis, in e, for atoms 1 through 4:
1. O 0.099
2. C -0.302
3. F -0.008
4. C -0.046

Computed, not measured: a structure of composition C26H39N2O4P2Tm, with wB97M-V/def2-TZVPD.

* HOMO-LUMO gap (alpha / beta): 4.65 / 4.61 eV
* molar mass: 674.49 g mol⁻¹
* DFT total energy: -86869.831 eV

ORCA input file:
```
! RIJCOSX wB97M-V def2-TZVPD def2/J DEFGRID3
* xyz 0 3
C -0.759 1.081 -3.925
C -0.883 0.683 -2.571
N 0.064 1.093 -1.631
C 0.992 1.993 -2.039
C 1.080 2.462 -3.342
C 0.192 2.001 -4.313
C -1.989 -0.113 -2.232
P -2.565 -0.412 -0.631
Tm 0.107 0.132 0.597
P 2.419 1.512 0.409
C 1.913 2.628 -1.019
O -0.355 -3.981 -5.239
O 0.447 -6.213 0.004
H -1.488 0.691 -4.630
H 1.857 3.187 -3.563
H 0.284 2.331 -5.345
C -4.158 0.359 -0.351
C -2.881 -2.186 -0.539
H 2.851 2.958 -1.504
H 1.415 3.516 -0.571
H -1.285 -4.157 -5.091
H -2.521 -0.620 -3.059
C 2.947 2.718 1.664
C 3.993 0.873 -0.252
H 1.178 -1.228 -0.353
H -0.030 -5.371 0.003
H 1.122 -6.070 -0.664
H 0.034 -3.940 -4.346
H -1.872 0.393 0.375
H 1.405 -1.363 0.372
H -4.920 -0.163 -0.948
H -4.414 0.309 0.715
H -4.120 1.418 -0.632
H -3.843 -2.344 -1.070
H -2.075 -2.737 -1.054
H -2.946 -2.498 0.515
H 4.741 1.685 -0.250
H 4.311 0.050 0.409
H 3.832 0.497 -1.276
H 3.869 3.221 1.336
H 2.153 3.457 1.841
H 3.134 2.166 2.595
C 3.817 0.220 4.688
C 3.039 -0.972 4.198
C 3.566 -1.741 3.160
C 2.885 -2.856 2.675
C 1.651 -3.188 3.206
C 1.088 -2.387 4.206
N -0.193 -2.736 4.634
C -1.244 -1.883 4.952
C -2.151 -2.281 5.948
C -3.090 -1.368 6.428
C -3.134 -0.054 5.932
C -2.293 0.320 4.889
C -1.414 -0.615 4.345
C -0.736 -0.354 3.078
O -0.107 0.741 2.772
O -0.765 -1.255 2.142
C 1.802 -1.306 4.764
C 1.278 -0.518 5.919
H 3.233 1.146 4.595
H 4.100 0.115 5.745
H 4.738 0.339 4.103
H 4.537 -1.462 2.742
H 3.321 -3.472 1.887
H 1.071 -4.043 2.843
H -0.434 -3.724 4.635
H -2.078 -3.297 6.360
H -3.770 -1.671 7.230
H -3.847 0.666 6.340
H -2.316 1.317 4.457
H 0.753 0.385 5.573
H 0.589 -1.095 6.543
H 2.103 -0.183 6.560
*
```

Results of the Löwdin charge analysis, in e, for atoms 1 through 4:
1. C -0.058
2. C -0.377
3. N -0.039
4. C -0.372

Computed, not measured: a structure of composition C26H39N3OPdSSi2, with wB97M-V/def2-TZVPD.

* HOMO-LUMO gap: 3.97 eV
* molar mass: 604.28 g mol⁻¹
* DFT total energy: -64183.731 eV

ORCA input file:
```
! RIJCOSX wB97M-V def2-TZVPD def2/J DEFGRID3
* xyz -2 1
Pd -1.137 -0.627 -1.404
C -2.059 -2.059 3.198
Si -0.844 -2.073 1.735
C -1.437 -3.492 0.641
C 0.822 -2.624 2.484
N -0.780 -0.653 0.841
C -0.623 0.624 1.312
C -0.214 0.911 2.625
C -0.026 2.205 3.122
C -0.263 3.281 2.287
C -0.672 3.047 0.972
C -0.848 1.764 0.423
N -1.203 1.555 -0.871
Si -1.235 2.458 -2.275
C -2.581 1.834 -3.445
C 0.403 2.433 -3.223
C -1.630 4.329 -2.119
H -2.029 -3.009 3.744
H -3.072 -1.913 2.815
H -1.841 -1.252 3.903
H -1.210 -4.476 1.070
H -0.977 -3.406 -0.345
H -2.519 -3.411 0.501
H 0.775 -3.655 2.855
H 1.115 -1.979 3.317
H 1.616 -2.571 1.732
H -0.011 0.074 3.285
H 0.298 2.350 4.148
H -0.136 4.301 2.640
H -0.853 3.897 0.324
H -2.429 0.770 -3.644
H -2.573 2.381 -4.395
H -3.566 1.948 -2.984
H 0.673 1.409 -3.494
H 1.203 2.828 -2.587
H 0.360 3.041 -4.135
H -2.532 4.498 -1.524
H -1.792 4.760 -3.114
H -0.810 4.878 -1.648
N 1.450 -1.260 -3.275
S 2.842 -1.217 -2.582
C 3.094 0.191 -1.486
C 2.234 0.472 -0.431
C 2.494 1.583 0.364
C 3.584 2.400 0.088
C 4.429 2.120 -0.978
C 4.182 1.006 -1.770
C 2.970 -2.488 -1.292
C 4.096 -2.582 -0.482
C 4.209 -3.635 0.412
C 3.199 -4.586 0.499
C 2.073 -4.476 -0.303
C 1.959 -3.427 -1.207
H 0.675 -1.109 -2.590
H 1.363 -0.153 -0.229
H 1.833 1.811 1.191
H 3.766 3.270 0.709
H 5.271 2.766 -1.197
H 4.822 0.771 -2.614
H 4.866 -1.821 -0.537
H 5.077 -3.703 1.057
H 3.278 -5.395 1.215
H 1.263 -5.188 -0.207
H 1.085 -3.308 -1.837
C -5.526 0.678 1.319
C -4.071 0.461 0.950
O -3.966 -0.751 0.224
H -5.641 1.589 1.912
H -5.900 -0.166 1.904
H -6.139 0.765 0.419
H -3.455 0.425 1.857
H -3.694 1.294 0.348
H -3.087 -0.715 -0.218
*
```

Results of the Löwdin charge analysis, in e, for atoms 1 through 4:
1. Pd 0.203
2. C -0.186
3. Si 0.328
4. C -0.199

Computed, not measured: a structure of composition C26H39O6SiTi, with wB97M-V/def2-TZVPD.

* HOMO-LUMO gap (alpha / beta): 3.14 / 3.19 eV
* molar mass: 523.55 g mol⁻¹
* DFT total energy: -70875.745 eV

ORCA input file:
```
! RIJCOSX wB97M-V def2-TZVPD def2/J DEFGRID3
* xyz -1 1
C 0.278 -0.237 -7.417
C -0.002 -0.966 -6.091
C -0.106 1.248 -7.196
C -0.955 1.276 -5.909
H -0.688 1.563 -8.066
H 0.798 1.866 -7.145
C -1.162 -0.186 -5.464
H 0.905 -0.866 -5.476
H -0.215 -2.033 -6.251
C -1.160 -0.197 -3.951
H -2.112 -0.574 -5.853
H -1.927 1.739 -6.130
C -0.403 1.979 -4.621
C 1.719 -0.419 -7.870
C -0.443 -0.890 -8.603
O -0.952 -0.285 -9.530
O 2.680 -0.473 -7.117
O 1.837 -0.539 -9.205
O -0.413 -2.236 -8.546
C -1.028 -2.899 -9.660
H -0.913 -3.965 -9.462
H -0.536 -2.625 -10.598
H -2.091 -2.638 -9.712
C 3.174 -0.798 -9.641
H 3.860 -0.025 -9.272
H 3.134 -0.798 -10.731
H 3.504 -1.778 -9.272
O -0.537 0.995 -3.472
H -0.616 -1.057 -3.540
H -2.193 -0.213 -3.571
C -1.292 3.174 -4.291
C 1.059 2.409 -4.684
H 1.178 3.218 -5.417
H 1.713 1.573 -4.961
H 1.377 2.806 -3.713
H -0.947 3.670 -3.377
H -2.330 2.851 -4.142
H -1.263 3.905 -5.114
Ti -0.227 -0.052 0.276
C -2.559 -0.186 0.871
C -2.388 -0.064 -0.544
C -1.687 -1.243 -0.993
H -2.806 0.717 -1.178
C -1.363 -2.042 0.152
C -1.930 -1.405 1.300
H -1.954 -1.832 2.300
H -3.117 0.504 1.501
H -1.598 -1.561 -2.023
H -0.850 -3.002 0.143
C 1.883 0.931 -0.146
C 2.151 -0.153 0.742
C 1.711 -1.369 0.127
H 2.683 -0.087 1.688
C 1.203 -1.044 -1.173
C 1.303 0.385 -1.337
H 1.078 0.955 -2.228
H 2.106 1.986 0.012
H 1.849 -2.370 0.535
H 0.926 -1.757 -1.947
C -1.669 0.369 4.442
Si 0.016 0.448 3.601
C 0.936 1.834 4.455
C 0.916 -1.177 3.958
O -0.127 0.729 1.985
H -1.518 0.198 5.518
H -2.309 -0.432 4.059
H -2.204 1.319 4.324
H 0.952 1.648 5.541
H 1.975 1.922 4.112
H 0.438 2.799 4.285
H 0.419 -2.049 3.515
H 1.956 -1.169 3.608
H 0.943 -1.328 5.049
*
```

Results of the Löwdin charge analysis, in e, for atoms 1 through 4:
1. C -0.232
2. C -0.041
3. C -0.021
4. C -0.159

Computed, not measured: a structure of composition C26H40BBiClN2O4, with wB97M-V/def2-TZVPD.

* HOMO-LUMO gap: 3.07 eV
* molar mass: 699.86 g mol⁻¹
* DFT total energy: -57821.339 eV

ORCA input file:
```
! RIJCOSX wB97M-V def2-TZVPD def2/J DEFGRID3
* xyz -1 1
Bi 0.013 0.091 -0.058
Cl -0.592 -1.109 -2.219
N -2.351 0.339 0.493
N 2.405 -0.017 -0.481
C -2.821 -0.205 1.597
C 3.088 -1.097 -0.169
C -3.363 1.267 -0.059
C -4.406 1.298 1.057
C -3.958 0.692 -1.334
C -2.727 2.617 -0.338
H -4.408 -0.288 -1.126
H -3.195 0.581 -2.114
H -4.745 1.373 -1.683
H -2.298 3.039 0.580
H -3.504 3.298 -0.710
H -1.940 2.539 -1.102
C 3.185 0.793 -1.448
C 4.415 -0.084 -1.678
C 3.542 2.127 -0.807
C 2.391 1.014 -2.727
H 2.180 0.050 -3.208
H 2.988 1.637 -3.405
H 1.440 1.528 -2.526
H 4.196 1.954 0.057
H 2.646 2.667 -0.477
H 4.082 2.741 -1.539
O 4.210 -1.278 -0.839
H 5.349 0.381 -1.339
H 4.528 -0.426 -2.712
O -3.980 0.262 2.016
H -5.418 1.036 0.726
H -4.429 2.256 1.593
C -2.116 -1.266 2.382
C 2.685 -2.082 0.880
C 1.222 -2.444 0.787
H 2.894 -1.607 1.854
H 3.330 -2.964 0.783
C 0.249 -1.664 1.504
C -1.136 -2.052 1.535
H 0.592 -0.823 2.159
C -1.535 -3.130 0.755
C -0.583 -3.821 0.001
C -2.982 -3.526 0.658
C 0.774 -3.504 0.008
H -0.918 -4.654 -0.622
C 1.729 -4.259 -0.876
H 1.200 -5.094 -1.347
H 2.577 -4.663 -0.311
H 2.128 -3.618 -1.676
H -3.441 -3.660 1.644
H -3.060 -4.471 0.109
H -3.572 -2.777 0.108
H -2.882 -1.925 2.818
H -1.594 -0.760 3.212
C 0.083 5.215 2.157
C 0.787 3.895 2.371
C 2.287 4.160 2.497
O 0.580 3.119 1.172
B 0.411 1.827 1.613
O 0.350 1.640 2.972
C 0.228 2.970 3.522
C 0.996 2.996 4.823
C -1.244 3.212 3.844
H 0.464 5.681 1.239
H 0.288 5.890 2.998
H -1.002 5.094 2.057
H 2.651 4.640 1.579
H 2.478 4.848 3.331
H 2.868 3.239 2.659
H 0.885 3.981 5.294
H 0.581 2.244 5.506
H 2.062 2.788 4.683
H -1.896 3.149 2.959
H -1.582 2.454 4.565
H -1.372 4.198 4.313
*
```

Results of the Löwdin charge analysis, in e, for atoms 1 through 4:
1. Bi 1.346
2. Cl -0.320
3. N 0.010
4. N 0.002